# C41H35As2N2O3SSn

C41H35As2N2O3SSn as an isolated structure (wB97M-V/def2-TZVPD, the OMol25 dataset).

Values from the calculation:
Orbital gap ... 6.8 eV
Net charge ... -1
Energy relative to the best compared isomer or geometry (same formula, charge and spin) ... 48.4 kJ/mol
HOMO level ... -4.473 eV

Last column: Mulliken charge in e.
Positions of all 85 atoms, in Å:
Sn (-0.19, 0.16, 0.89)  0.49
O (-1.10, 2.05, 5.03)  -0.70
S (-0.77, 0.99, 4.11)  1.04
O (0.63, 0.82, 3.77)  -0.72
N (-1.56, 1.10, 2.72)  -0.12
C (-2.84, 1.61, 2.63)  0.01
C (-3.66, 1.92, 3.70)  -0.39
C (-4.95, 2.44, 3.52)  -0.95
C (-5.48, 2.66, 2.29)  -0.85
C (-4.71, 2.33, 1.15)  1.44
C (-5.19, 2.50, -0.16)  -0.90
C (-4.42, 2.12, -1.23)  -0.63
C (-3.16, 1.56, -0.97)  -0.20
N (-2.67, 1.41, 0.24)  0.15
C (-3.41, 1.79, 1.31)  -0.21
C (-1.29, -0.53, 4.89)  0.37
C (-0.98, -1.74, 4.29)  -0.56
C (-1.40, -2.91, 4.91)  -0.66
C (-2.11, -2.86, 6.11)  -0.34
C (-2.39, -1.64, 6.70)  -0.61
C (-1.98, -0.46, 6.09)  -0.25
H (-3.30, 1.79, 4.70)  0.36
H (-5.54, 2.67, 4.40)  0.36
H (-6.48, 3.07, 2.16)  0.34
H (-6.18, 2.91, -0.31)  0.37
H (-4.77, 2.23, -2.24)  0.45
H (-2.54, 1.23, -1.80)  0.46
H (-0.40, -1.78, 3.36)  0.52
H (-1.17, -3.86, 4.46)  0.43
H (-2.43, -3.78, 6.59)  0.36
H (-2.94, -1.60, 7.64)  0.36
H (-2.18, 0.50, 6.53)  0.47
C (2.06, -0.41, -4.13)  -1.05
C (1.86, -1.77, -3.48)  -1.15
As (1.58, -1.78, -1.50)  0.91
C (3.42, -1.38, -0.96)  0.24
C (3.86, -0.06, -1.09)  -0.23
C (5.14, 0.30, -0.68)  -0.75
C (5.99, -0.64, -0.12)  -0.45
C (5.54, -1.95, 0.04)  -0.67
C (4.27, -2.31, -0.37)  -0.34
C (1.53, -3.71, -1.24)  0.07
C (0.63, -4.14, -0.27)  -0.70
C (0.49, -5.50, -0.01)  -0.60
C (1.25, -6.42, -0.71)  -0.39
C (2.16, -5.99, -1.66)  -0.72
C (2.30, -4.64, -1.92)  0.20
As (0.98, 1.10, -3.41)  0.72
C (-0.82, 0.61, -4.00)  0.43
C (-1.58, 1.40, -4.86)  -0.38
C (-2.89, 1.07, -5.15)  -0.73
C (-3.47, -0.06, -4.59)  -0.57
C (-2.73, -0.85, -3.72)  -0.70
C (-1.42, -0.51, -3.43)  -0.38
C (1.47, 2.35, -4.85)  -0.14
C (1.36, 2.06, -6.20)  0.18
C (1.75, 2.97, -7.17)  -0.75
C (2.27, 4.21, -6.78)  -0.39
C (2.38, 4.51, -5.44)  -0.57
C (1.98, 3.59, -4.48)  -0.58
H (1.90, -0.47, -5.20)  0.58
H (3.08, -0.06, -3.98)  0.53
H (2.70, -2.41, -3.76)  0.57
H (0.96, -2.24, -3.87)  0.52
H (3.19, 0.70, -1.48)  0.41
H (5.46, 1.33, -0.79)  0.40
H (6.98, -0.36, 0.21)  0.35
H (6.19, -2.68, 0.50)  0.39
H (3.94, -3.33, -0.23)  0.33
H (0.07, -3.39, 0.31)  0.29
H (-0.20, -5.83, 0.75)  0.41
H (1.14, -7.48, -0.50)  0.36
H (2.76, -6.71, -2.20)  0.38
H (3.03, -4.31, -2.66)  0.26
H (-1.14, 2.29, -5.30)  0.42
H (-3.47, 1.71, -5.82)  0.38
H (-4.50, -0.31, -4.82)  0.38
H (-3.18, -1.71, -3.26)  0.43
H (-0.88, -1.11, -2.71)  0.33
H (0.95, 1.10, -6.52)  0.28
H (1.66, 2.73, -8.22)  0.37
H (2.58, 4.92, -7.53)  0.37
H (2.78, 5.47, -5.13)  0.38
H (2.07, 3.84, -3.42)  0.39
O (0.10, -1.60, 1.50)  -0.92